This record from the Open Molecules 2025 dataset describes 12 unconnected molecules or ions with the total composition C40H75N2O49S11. The level of theory is ωB97M-V/def2-TZVPD.

Computed properties:
LUMO energy (eV): 0.73
Spin multiplicity: 1
Total charge: -1
Highest occupied orbital energy (eV): -4.37
Gap between HOMO and LUMO (hartree): 0.1873
E (hartree): -9744.76325

```
177
Properties=species:S:1:pos:R:3:forces:R:3:lowdin_charge:R:1
C 1.335172 -6.322729 -3.492537 -0.7 -0.1 0.0 -0.039
C 0.122153 -6.186018 -4.636091 -1.0 -5.5 -2.1 -0.263
O -0.199604 -7.364070 -5.240121 2.2 7.6 3.1 -0.067
N -0.530618 -4.864847 -5.004329 0.2 -2.7 -0.4 -0.078
C -1.089292 -4.965435 -6.405848 0.0 -1.1 -2.2 -0.126
C -1.557572 -4.418383 -3.987292 0.2 1.2 1.3 -0.332
C -0.903028 -3.218356 -3.028797 0.4 0.3 0.6 -0.087
C 0.566226 -2.700727 -3.538444 0.4 1.4 0.8 -0.109
C 0.536798 -1.729230 -4.864400 0.4 -1.9 -5.0 -0.257
O 0.626866 -2.188225 -6.117223 -0.4 3.2 7.4 -0.049
O 0.435465 -0.258783 -4.664575 2.1 -2.7 -1.1 -0.043
N -2.697473 -3.771717 -4.741834 -0.4 0.2 1.5 -0.041
C -3.915847 -3.525334 -3.881350 -1.7 1.3 -0.7 -0.194
C -5.031806 -2.783561 -4.882649 -0.3 -1.9 0.1 -0.166
C -6.386494 -2.295084 -4.085694 0.7 0.4 -0.5 -0.332
C -7.085115 -1.107165 -4.973930 1.1 0.7 0.0 -0.125
C -7.354460 -3.574819 -3.750003 -0.1 -0.3 1.3 -0.166
C -8.950768 -3.335330 -4.036034 -1.1 -0.7 -0.8 -0.198
C -9.897005 -4.554066 -3.390663 -2.3 -1.4 -2.7 -0.058
C -10.873096 -5.288736 -4.278139 1.3 1.6 1.8 -0.272
C -11.794230 -4.488821 -5.420966 0.6 -0.9 0.2 -0.119
C -11.135317 -6.924771 -4.193386 0.1 1.2 0.1 -0.120
C -1.994071 -5.751782 -3.108176 -3.9 -5.4 1.2 -0.385
O -1.547618 -6.058252 -1.887735 -1.2 2.5 -5.5 -0.133
O -2.954406 -6.675723 -3.798706 4.9 5.4 3.1 -0.256
H 1.291049 -5.480330 -2.681085 0.1 -1.5 -1.7 0.069
H 2.406668 -6.370989 -4.006438 -2.4 0.3 0.9 0.090
H 1.143398 -7.350700 -2.943488 0.3 2.2 -1.3 0.096
H -0.282306 -5.522442 -7.087115 -1.6 1.2 1.7 0.102
H -1.244282 -3.909116 -6.939689 0.3 -2.3 1.6 0.084
H -2.064515 -5.648409 -6.486919 2.1 1.7 0.4 0.114
H -1.600228 -2.249899 -2.990863 1.3 -2.2 -0.2 0.117
H -0.803126 -3.557579 -1.892709 -0.1 0.4 -2.6 0.127
H 1.005622 -2.030221 -2.653828 -1.0 -1.3 -2.1 0.110
H 1.358317 -3.542841 -3.720325 -1.8 1.7 0.0 0.108
H 1.184981 0.104532 -5.254590 -1.9 -0.8 1.1 0.123
H -2.394756 -2.816203 -5.100284 -0.2 -1.7 0.7 0.116
H -3.742047 -2.766800 -2.995305 -0.2 -1.5 -1.4 0.115
H -4.451385 -4.487649 -3.485275 1.6 1.6 -0.8 0.128
H -4.529859 -1.960254 -5.545908 -1.0 -1.3 1.5 0.099
H -5.386914 -3.653200 -5.619578 0.9 1.9 1.3 0.125
H -6.038418 -1.822882 -3.061559 -0.8 -0.9 -2.0 0.133
H -7.839446 -1.472339 -5.790670 1.3 0.7 1.8 0.076
H -7.519342 -0.280960 -4.247800 0.4 -1.8 -1.7 0.082
H -6.203639 -0.563136 -5.567419 -1.9 -1.1 1.3 0.076
H -7.249860 -3.775679 -2.578007 -0.2 0.3 -2.7 0.087
H -6.977807 -4.556590 -4.308655 -0.9 2.2 1.1 0.136
H -9.353901 -2.272814 -3.742421 1.1 -2.0 -0.3 0.111
H -9.100422 -3.442800 -5.214606 0.2 0.3 2.5 0.109
H -9.858895 -4.841964 -2.248355 0.8 0.1 -2.6 0.089
H -12.841727 -5.047825 -5.542402 2.4 1.1 0.4 0.080
H -12.026596 -3.389892 -5.087531 0.7 -2.2 -0.7 0.077
H -11.251404 -4.533665 -6.456748 -1.1 0.3 1.8 0.072
H -12.263302 -7.196236 -3.946681 2.4 0.5 -0.5 0.074
H -10.382617 -7.363855 -3.407471 -1.6 0.7 -1.5 0.061
H -10.859121 -7.361709 -5.263925 -0.6 0.9 2.3 0.092
C 3.915852 0.426976 -0.158071 0.0 0.7 -0.1 -0.166
C 2.984345 0.861066 -1.286601 -0.6 -0.1 0.8 -0.177
O 3.567737 0.333551 -2.475786 1.0 -0.8 0.1 -0.190
S 4.323311 -1.067241 -2.118970 -0.2 -0.1 -0.2 0.680
O 3.431711 -2.157269 -2.447631 1.6 1.2 0.4 -0.242
O 5.682442 -0.989154 -2.601741 -1.7 -0.3 0.4 -0.241
O 4.337301 -0.892861 -0.498077 -0.2 -0.4 -1.0 -0.194
H 4.803218 1.066475 -0.111474 -0.1 0.0 0.0 0.131
H 3.415511 0.428932 0.814004 0.1 -0.2 -0.2 0.138
H 2.888678 1.947434 -1.353112 0.2 -0.8 -0.2 0.073
H 1.990896 0.414890 -1.171201 0.1 0.0 0.1 0.140
C 2.394213 6.988094 -0.564953 0.3 0.5 0.5 -0.161
C 3.842022 6.508047 -0.509069 0.1 0.6 -0.6 -0.169
O 3.770988 5.160994 -0.047351 -1.2 -0.6 0.0 -0.188
S 2.384771 4.489417 -0.583832 0.0 0.4 0.1 0.694
O 2.683118 3.732952 -1.779608 -0.7 1.2 1.4 -0.240
O 1.680836 3.929733 0.546491 1.0 0.3 -1.6 -0.226
O 1.639388 5.869625 -1.028050 0.6 -1.1 0.0 -0.181
H 2.029142 7.256231 0.431728 0.1 0.0 -0.1 0.114
H 2.267261 7.839288 -1.239213 -0.1 -0.3 0.0 0.143
H 4.456068 7.113714 0.161666 -0.2 -0.4 0.0 0.104
H 4.293196 6.499630 -1.506918 -0.1 0.1 0.0 0.137
C 2.116235 7.682427 4.127168 0.2 -0.5 0.8 -0.158
C 2.745747 8.800266 4.954131 -0.8 0.1 0.2 -0.166
O 3.911900 9.187909 4.231219 0.2 -0.5 -1.3 -0.187
S 3.636704 8.989306 2.635835 -0.2 0.5 0.3 0.683
O 3.250476 10.268049 2.081965 0.7 -1.9 0.3 -0.226
O 4.700801 8.182246 2.085603 -1.0 1.2 0.5 -0.245
O 2.299031 8.066411 2.765429 0.8 1.0 -0.2 -0.205
H 2.637581 6.732985 4.286250 -0.1 0.1 0.0 0.137
H 1.053138 7.554238 4.347774 0.2 0.1 -0.3 0.141
H 3.008269 8.474484 5.963447 0.2 0.0 -0.3 0.140
H 2.081120 9.668635 5.013608 0.0 -0.1 0.0 0.134
C -0.585735 0.144864 -8.589061 0.3 -0.8 -0.1 -0.168
C 0.853603 0.586820 -8.839462 0.0 -0.3 0.8 -0.175
O 0.769962 1.559162 -9.878854 -1.1 0.4 -0.3 -0.200
S -0.643650 2.361211 -9.741574 -0.1 0.0 0.1 0.675
O -0.394164 3.597420 -9.033990 -0.5 -1.4 -1.1 -0.246
O -1.325605 2.306227 -11.013704 0.9 0.4 1.5 -0.244
O -1.374805 1.326639 -8.715429 0.6 1.1 -0.6 -0.193
H -0.916963 -0.568854 -9.350272 0.1 0.0 0.1 0.136
H -0.715548 -0.296029 -7.597076 0.0 0.2 -0.1 0.120
H 1.498073 -0.243140 -9.138788 -0.2 0.2 -0.1 0.140
H 1.275834 1.074207 -7.954303 0.0 -0.1 0.0 0.127
C -6.593680 -5.788613 1.792362 -0.4 -1.0 -0.4 -0.171
C -5.709210 -6.015971 0.569358 0.6 -0.1 0.7 -0.146
O -6.293797 -5.228554 -0.465540 -1.1 1.0 0.2 -0.189
S -6.974545 -3.902965 0.197650 0.5 -0.7 0.3 0.661
O -6.040369 -2.806097 0.073861 -1.5 -1.0 0.2 -0.228
O -8.346361 -3.822574 -0.247390 1.3 0.3 0.2 -0.263
O -6.960236 -4.410660 1.746824 -3.2 -0.6 -4.4 -0.285
H -7.508821 -6.386619 1.733589 0.1 0.0 0.0 0.128
H -6.072239 -6.013790 2.726529 -0.2 0.2 -0.3 0.132
H -5.666179 -7.067612 0.276148 -0.1 0.3 -0.2 0.144
H -4.693563 -5.645016 0.743093 -0.1 -0.1 0.0 0.141
C 7.194213 6.083624 2.614720 0.3 0.6 0.6 -0.179
C 8.642022 5.603577 2.670604 0.0 0.5 -0.6 -0.161
O 8.570988 4.256524 3.132322 -1.1 -0.5 0.1 -0.210
S 7.184771 3.584947 2.595841 -0.2 0.2 -0.2 0.659
O 7.483118 2.828482 1.400066 -0.6 0.7 1.6 -0.236
O 6.480836 3.025263 3.726164 1.0 0.2 -1.4 -0.241
O 6.439388 4.965155 2.151623 0.6 -1.1 0.0 -0.188
H 6.829142 6.351761 3.611402 0.1 0.0 -0.2 0.101
H 7.067261 6.934818 1.940460 -0.1 -0.3 0.0 0.128
H 9.256068 6.209244 3.341339 -0.1 -0.3 0.1 0.138
H 9.093196 5.595161 1.672755 0.0 0.1 0.1 0.135
C 9.886048 1.024309 4.692961 -0.4 -0.2 -0.8 -0.162
C 11.131090 0.521498 3.967171 -0.2 -0.7 0.4 -0.166
O 12.001052 1.648692 3.893823 -0.4 1.0 0.7 -0.189
S 11.768775 2.583775 5.209913 0.4 0.1 0.0 0.675
O 12.787934 2.255850 6.181978 -1.4 0.8 -1.1 -0.234
O 11.505835 3.934311 4.770234 0.6 -1.6 0.7 -0.240
O 10.365053 1.914614 5.699492 1.1 0.3 0.0 -0.209
H 9.237884 1.591403 4.017064 0.1 -0.1 0.0 0.117
H 9.314556 0.209411 5.145302 0.2 0.2 0.1 0.141
H 10.905887 0.142501 2.967463 0.1 0.3 0.1 0.142
H 11.636889 -0.258299 4.546321 -0.1 0.0 -0.1 0.133
C -5.084148 -1.435245 5.283796 0.1 0.6 0.0 -0.179
C -6.015655 -1.001155 4.155266 -0.4 -0.2 0.4 -0.173
O -5.432263 -1.528671 2.966081 0.8 -0.6 0.4 -0.184
S -4.676689 -2.929462 3.322897 0.6 -0.5 -0.4 0.725
O -5.568289 -4.019491 2.994235 5.2 2.9 3.8 -0.262
O -3.317558 -2.851376 2.840126 -1.9 -0.2 0.4 -0.216
O -4.662699 -2.755082 4.943790 -0.4 0.1 -0.7 -0.191
H -4.196782 -0.795746 5.330393 -0.1 0.0 0.0 0.131
H -5.584489 -1.433290 6.255870 0.1 -0.2 -0.2 0.133
H -6.111322 0.085213 4.088755 0.2 -0.2 -0.2 0.136
H -7.009104 -1.447332 4.270666 0.1 0.1 0.1 0.134
C 6.614265 3.514395 7.959254 0.4 -0.7 -0.3 -0.161
C 8.053603 3.956351 7.708853 0.1 -0.3 0.9 -0.159
O 7.969962 4.928693 6.669461 -1.2 0.5 -0.4 -0.195
S 6.556350 5.730742 6.806742 0.3 -0.1 0.4 0.672
O 6.805836 6.966951 7.514325 -0.6 -1.3 -1.2 -0.238
O 5.874395 5.675757 5.534612 0.8 0.5 1.4 -0.244
O 5.825195 4.696170 7.832886 0.5 1.0 -0.5 -0.187
H 6.283037 2.800677 7.198043 0.1 0.0 0.1 0.134
H 6.484452 3.073501 8.951240 -0.1 0.3 -0.1 0.139
H 8.698073 3.126391 7.409528 -0.1 0.3 -0.2 0.128
H 8.475834 4.443738 8.594012 0.0 -0.1 0.0 0.127
C 10.833166 8.244304 7.346990 -0.5 0.3 -0.5 -0.171
C 10.557316 9.533209 8.116633 0.6 0.2 -0.3 -0.174
O 9.965031 9.115271 9.344358 0.0 -1.1 0.1 -0.192
S 10.584476 7.666277 9.765228 0.1 -0.1 0.3 0.679
O 11.648985 7.890187 10.718021 -1.5 -0.6 -1.1 -0.235
O 9.490568 6.754518 10.007020 1.4 1.1 0.0 -0.240
O 11.258400 7.298759 8.326946 -0.2 0.4 1.0 -0.192
H 9.920560 7.862086 6.878366 0.1 0.1 0.0 0.126
H 11.605153 8.376175 6.584154 0.0 -0.2 0.3 0.138
H 9.888427 10.206529 7.575339 -0.1 -0.2 0.3 0.137
H 11.488919 10.058309 8.352677 -0.1 0.0 -0.1 0.132
C -11.066834 -7.794853 -0.252407 -0.5 0.4 -0.5 -0.174
C -11.342684 -6.505948 0.517236 0.7 0.2 -0.5 -0.170
O -11.934969 -6.923886 1.744960 0.0 -1.2 0.2 -0.196
S -11.315524 -8.372879 2.165830 0.1 0.0 0.2 0.675
O -10.251015 -8.148969 3.118623 -1.4 -0.6 -1.1 -0.243
O -12.409432 -9.284639 2.407623 1.4 1.2 0.0 -0.241
O -10.641600 -8.740398 0.727548 -0.2 0.4 1.1 -0.193
H -11.979440 -8.177071 -0.721032 0.1 0.1 0.0 0.133
H -10.294847 -7.662982 -1.015244 0.0 -0.1 0.3 0.123
H -12.011573 -5.832628 -0.024058 0.0 -0.2 0.3 0.140
H -10.411081 -5.980848 0.753279 -0.1 0.0 -0.1 0.126
```
Forces are in eV/Å.